Record 1
A cluster of 7 separate species, C14H29ClN8O14S in total. Source: OMol25; level of theory: ωB97M-V/def2-TZVPD.

Output
SMILES: N#CC[C@@H](C#N)CCCCS(=O)(=O)Cl.C[N+](=O)[O-].C[N+](=O)[O-].C[N+](=O)[O-].C[N+](=O)[O-].C[N+](=O)[O-].C[N+](=O)[O-]
HOMO energy (eV): -10.8
LUMO level (Ha): -0.015

Geometry (Å):
N 3.993 0.255 1.389
C 3.350 0.957 0.798
C 2.396 1.668 -0.154
C 3.080 2.085 -1.489
C 3.117 0.858 -2.408
N 2.804 0.023 -3.089
C 2.422 3.302 -2.201
C 0.923 3.083 -2.618
C -0.099 3.624 -1.549
C -0.931 2.540 -0.801
S -2.025 1.542 -1.847
O -2.949 0.893 -0.936
O -2.755 2.315 -2.820
Cl -1.023 0.022 -2.817
H 2.034 2.557 0.398
H 1.566 0.960 -0.362
H 4.132 2.371 -1.281
H 3.026 3.486 -3.118
H 2.527 4.228 -1.591
H 0.771 3.672 -3.550
H 0.794 2.014 -2.875
H -0.759 4.413 -1.961
H 0.510 4.132 -0.763
H -1.606 3.080 -0.096
H -0.311 1.886 -0.151
C -5.583 -1.275 -0.455
N -6.085 -2.544 -1.048
O -5.264 -3.343 -1.445
O -7.294 -2.690 -1.094
H -4.498 -1.281 -0.481
H -5.977 -0.455 -1.050
H -5.946 -1.227 0.569
C 1.702 -3.003 1.557
N 0.841 -1.870 1.988
O 0.779 -0.891 1.266
O 0.248 -1.984 3.042
H 2.160 -2.749 0.606
H 2.456 -3.148 2.322
H 1.066 -3.878 1.460
C 5.792 -5.427 2.613
N 4.438 -4.812 2.566
O 4.111 -4.102 3.498
O 3.753 -5.065 1.593
H 6.284 -5.116 3.529
H 5.661 -6.506 2.590
H 6.339 -5.078 1.741
C -9.818 -3.817 -2.987
N -10.755 -3.367 -4.052
O -11.896 -3.103 -3.723
O -10.310 -3.294 -5.180
H -10.348 -3.834 -2.040
H -9.473 -4.813 -3.254
H -8.993 -3.111 -2.954
C -0.122 1.104 3.454
N -0.146 2.515 2.978
O 0.907 3.000 2.596
O -1.216 3.086 3.000
H 0.892 0.728 3.375
H -0.457 1.098 4.489
H -0.795 0.535 2.820
C 6.104 3.107 2.302
N 6.049 3.757 0.964
O 5.824 3.042 0.002
O 6.234 4.954 0.925
H 5.921 2.043 2.180
H 7.095 3.286 2.712
H 5.334 3.564 2.919

=====

Record 2
A structure of composition C14H30BCrF4O8. Source: OMol25; level of theory: ωB97M-V/def2-TZVPD.

Output
Energy above the lowest of the compared OMol25 structures with the same formula, charge and spin (kJ/mol): 0.00
Charge: -1
HOMO energy (alpha / beta) (eV): -3.6 / -4.6
Expectation value of S²: 6.006
LUMO level (alpha / beta) (Ha): 0.108 / 0.108
Multiplicity: 5

Geometry (Å):
Cr -0.232 -0.319 0.083
C -4.475 -1.212 -0.322
C -3.374 -1.138 0.723
C -3.070 -2.557 1.250
O -2.287 -0.456 0.285
H -4.905 -0.225 -0.522
H -5.312 -1.874 -0.067
H -4.073 -1.560 -1.278
H -3.790 -0.602 1.616
H -3.952 -2.993 1.734
H -2.258 -2.584 1.977
H -2.767 -3.199 0.410
C 0.727 3.814 -1.061
C 1.063 2.325 -1.134
C 2.485 2.085 -0.597
O 0.117 1.576 -0.508
H -0.318 3.997 -1.308
H 1.400 4.372 -1.721
H 0.870 4.185 -0.038
H 1.092 2.050 -2.217
H 3.258 2.284 -1.347
H 2.575 1.041 -0.287
H 2.668 2.703 0.287
B 1.278 -2.499 0.501
F -0.158 -2.349 0.457
F 1.640 -3.436 -0.453
F 1.784 -1.183 0.206
F 1.725 -2.850 1.771
C 1.189 3.996 3.151
C 0.880 2.611 2.647
O 0.437 1.832 3.792
C 0.154 0.585 3.484
O 0.165 0.125 2.370
O -0.148 -0.091 4.588
C -0.378 -1.484 4.361
H 1.148 4.719 2.337
H 2.155 4.049 3.654
H 0.433 4.317 3.874
H 1.768 2.115 2.261
H 0.107 2.609 1.880
H -0.757 -1.882 5.298
H 0.525 -1.991 4.028
H -1.135 -1.635 3.590
C 3.482 -0.993 -3.976
C 2.275 -1.019 -3.075
O 1.127 -1.420 -3.810
C -0.022 -1.334 -3.148
O -0.156 -0.930 -2.026
O -1.013 -1.728 -3.926
C -2.274 -1.808 -3.236
H 4.335 -0.698 -3.354
H 3.416 -0.210 -4.733
H 3.732 -1.965 -4.400
H 2.151 -0.002 -2.678
H 2.458 -1.630 -2.193
H -3.048 -1.802 -3.997
H -2.389 -0.990 -2.528
H -2.331 -2.744 -2.675

=====

Record 3
A structure of composition C14H30F6N4O2Ti. Source: OMol25; level of theory: ωB97M-V/def2-TZVPD.

Output
Energy above the lowest of the compared OMol25 structures with the same formula, charge and spin (kJ/mol): 26.62
HOMO energy (alpha / beta) (eV): -5.8 / -8.9
Expectation value of S²: 2.003
LUMO level (alpha / beta) (Ha): 0.010 / 0.009
Multiplicity: 3

Geometry (Å):
Ti -0.066 0.370 0.412
N 0.702 -0.376 2.423
C 2.095 0.034 2.658
C 2.942 -0.275 1.419
N 2.252 0.051 0.155
C 2.658 1.373 -0.352
C 2.402 2.511 0.618
N 1.035 2.455 1.120
C 2.486 -0.931 -0.942
C 2.677 -2.392 -0.542
N 1.652 -2.867 0.375
H 0.129 -0.140 3.226
H 0.658 -1.385 2.282
H 2.546 -0.493 3.505
H 2.097 1.094 2.895
H 3.155 -1.336 1.441
H 3.900 0.254 1.492
H 2.112 1.553 -1.282
H 3.734 1.373 -0.593
H 2.645 3.446 0.101
H 3.085 2.438 1.467
H 0.358 2.642 0.385
H 0.881 3.159 1.832
H 3.374 -0.638 -1.516
H 1.625 -0.865 -1.614
H 3.662 -2.517 -0.081
H 2.719 -2.955 -1.482
H 1.638 -3.879 0.406
H 0.726 -2.537 0.068
C -1.437 1.196 -2.508
C -1.831 2.160 -1.382
O -1.410 1.783 -0.136
C -3.373 2.290 -1.357
F -3.806 3.162 -0.443
F -3.916 1.098 -1.064
F -3.884 2.671 -2.543
C -1.207 3.546 -1.689
F -1.457 4.457 -0.742
F -1.575 4.067 -2.866
F 0.148 3.418 -1.734
H -1.613 0.188 -2.139
H -0.373 1.299 -2.723
H -1.992 1.358 -3.430
C -1.598 -3.462 0.771
C -1.939 -2.066 0.236
C -2.862 -2.232 -0.975
C -2.668 -1.267 1.329
O -0.752 -1.404 -0.145
H -2.492 -3.980 1.125
H -0.892 -3.385 1.603
H -1.144 -4.066 -0.018
H -3.728 -2.849 -0.730
H -2.309 -2.706 -1.789
H -3.222 -1.261 -1.316
H -3.699 -1.603 1.459
H -2.693 -0.214 1.040
H -2.157 -1.366 2.291

=====

Record 4
The ion C14H30N with charge +1. Source: OMol25; level of theory: ωB97M-V/def2-TZVPD.

Output
SMILES: CCCCCCCCCC[C@H]1CC[NH2+]C1
Energy above the lowest of the compared OMol25 structures with the same formula, charge and spin (kJ/mol): 614.43
Charge: +1
HOMO energy (eV): -12.4
LUMO level (Ha): -0.123

Geometry (Å):
C -0.677 0.532 4.432
C -2.248 0.787 4.830
C -2.984 1.765 3.725
C -2.588 1.443 2.163
C -1.371 2.404 1.578
C -0.404 1.610 0.473
C 1.052 1.169 1.123
C 1.720 0.050 0.076
C 2.334 0.805 -1.245
C 2.533 -0.182 -2.548
C 1.208 -1.078 -2.905
C 1.230 -1.566 -4.488
C 0.062 -2.760 -4.413
N -0.281 -3.015 -2.930
C 1.017 -2.568 -2.225
H -0.034 0.003 5.254
H -0.676 -0.189 3.481
H -0.125 1.523 4.063
H -2.280 1.261 5.905
H -2.768 -0.281 4.853
H -2.790 2.910 3.973
H -4.150 1.565 3.828
H -2.322 0.297 1.972
H -3.552 1.686 1.509
H -0.758 2.867 2.468
H -1.854 3.324 1.004
H -0.955 0.731 -0.072
H -0.152 2.409 -0.377
H 0.934 0.581 2.151
H 1.764 2.072 1.342
H 0.845 -0.708 -0.153
H 2.579 -0.497 0.667
H 3.380 1.305 -0.972
H 1.581 1.662 -1.532
H 2.763 0.543 -3.468
H 3.471 -0.897 -2.375
H 0.277 -0.338 -2.865
H 1.022 -0.697 -5.244
H 2.274 -2.127 -4.536
H 0.495 -3.781 -4.818
H -0.937 -2.342 -4.857
H -1.081 -2.430 -2.542
H -0.544 -3.988 -2.651
H 1.969 -3.178 -2.596
H 1.022 -2.682 -1.060

=====

Record 5
A cluster of 2 separate species, C14H30N4O5 in total. Source: OMol25; level of theory: ωB97M-V/def2-TZVPD.

Output
SMILES: CNC(=O)[C@@H](NC(C)=O)[C@@H](C)O.NCCCCCCC(=O)NO
Energy above the lowest of the compared OMol25 structures with the same formula, charge and spin (kJ/mol): 0.00
HOMO energy (eV): -9.3
LUMO level (Ha): 0.018

Geometry (Å):
C -2.731 3.123 2.481
N -3.664 2.646 1.461
C -3.735 2.950 0.156
O -4.518 2.315 -0.540
C -2.894 4.050 -0.521
N -2.437 5.156 0.339
C -3.224 6.125 0.801
C -2.571 7.171 1.674
O -4.419 6.192 0.552
C -1.698 3.395 -1.231
C -1.102 4.316 -2.295
O -0.670 3.093 -0.309
H -3.040 4.106 2.838
H -2.723 2.431 3.324
H -1.720 3.180 2.074
H -4.328 1.941 1.742
H -3.542 4.473 -1.289
H -1.463 5.148 0.599
H -1.790 7.676 1.109
H -3.326 7.895 1.978
H -2.148 6.693 2.555
H -2.027 2.474 -1.714
H -0.275 3.811 -2.794
H -1.864 4.559 -3.035
H -0.737 5.235 -1.838
H -0.166 2.343 -0.646
N 2.260 0.897 -0.183
C 2.754 -0.372 0.365
C 2.111 -1.524 -0.402
C 2.638 -2.874 0.098
C 1.962 -4.026 -0.652
C 2.558 -5.371 -0.226
C 1.855 -6.526 -0.954
C 2.465 -7.879 -0.599
O 3.668 -8.081 -0.717
N 1.676 -8.913 -0.128
O 2.216 -10.197 0.185
H 2.624 1.688 0.350
H 2.507 0.982 -1.169
H 2.500 -0.446 1.428
H 3.845 -0.421 0.272
H 2.329 -1.419 -1.470
H 1.024 -1.481 -0.274
H 2.444 -2.972 1.171
H 3.721 -2.920 -0.056
H 2.102 -3.892 -1.730
H 0.887 -4.014 -0.447
H 3.629 -5.384 -0.460
H 2.450 -5.501 0.857
H 1.935 -6.385 -2.036
H 0.793 -6.526 -0.696
H 0.675 -8.750 -0.030
H 3.186 -10.190 0.036